No. 1
20
Properties=species:S:1:pos:R:3:forces:R:3 method="wB97M-V/def2-TZVPD" e_tot_ev=-9943.180 spin_multiplicity=1 relative_energy_kcal_mol=23.44 charge=0 lumo_ev=0.67 homo_ev=-8.327 gap_ev=9.0 smiles="C=C(N)CC.O.O"
C 1.079798 -1.387227 2.001556 0.576 0.915 -1.464
C 0.387370 -1.427017 0.621548 0.537 -0.422 0.115
C -0.639772 -0.355363 0.409575 -1.500 -0.043 0.170
C -0.592690 0.884376 0.908655 0.642 -0.141 0.218
N -1.728058 -0.674028 -0.423539 1.013 -0.028 -0.092
H 1.371978 -0.344927 2.121056 0.221 -0.096 0.548
H 0.472326 -1.689058 2.843746 -0.255 -0.148 -0.053
H 1.991995 -1.976706 1.922132 -0.022 -0.129 0.353
H 1.086989 -1.289097 -0.215101 0.425 0.028 0.380
H 0.091463 -2.467823 0.457634 -0.901 0.283 -0.140
H 0.294249 1.275756 1.385011 -0.037 -0.086 0.225
H -1.425051 1.565193 0.819108 -0.026 0.050 -0.275
H -2.179209 -1.562979 -0.311174 -0.159 -0.023 0.059
H -2.293193 0.132585 -0.612281 -0.522 -0.148 0.005
H 0.011999 1.484295 -2.766881 -0.453 -0.094 0.375
H -1.301245 0.633689 -2.618995 0.322 -0.117 -0.006
O -0.957364 1.522702 -2.738268 -0.530 0.169 -0.506
H 1.753097 1.138039 -1.235794 0.016 0.229 0.559
H 1.225640 2.615193 -0.959052 0.025 -0.325 0.350
O 1.349678 1.922398 -1.608937 0.628 0.124 -0.822

No. 2
20
Properties=species:S:1:pos:R:3:forces:R:3 method="wB97M-V/def2-TZVPD" e_tot_ev=-9942.113 spin_multiplicity=1 relative_energy_kcal_mol=48.05 charge=0 lumo_ev=0.79 homo_ev=-8.204 gap_ev=9.0 smiles="CC(C)=CN.O.O"
C -0.874890 0.549506 0.963292 1.255 -0.487 0.206
C -0.898146 -0.850147 0.328552 -0.045 0.477 -0.700
C -0.565861 -1.022029 -0.939237 -0.245 2.120 -2.595
N -0.516828 0.191563 -1.790105 0.438 -1.378 -1.788
C -1.362712 -1.981390 1.073368 -0.134 -1.747 4.922
H 0.188400 0.707567 1.537569 -2.849 -0.379 -1.030
H -1.800294 0.704526 1.588914 1.276 0.067 -0.406
H -0.844178 1.222131 0.093812 -0.109 0.272 0.928
H -0.296388 -1.903635 -1.568915 -0.735 0.252 1.303
H -0.370078 -0.154742 -2.766742 0.086 0.709 1.160
H -1.389930 0.732557 -1.863414 0.434 -0.593 0.583
H -2.392416 -1.922396 1.520277 0.506 0.528 -0.857
H -0.783486 -1.974232 2.062657 -0.453 -0.315 -0.933
H -1.316916 -3.018744 0.735433 0.396 0.396 -0.774
H 2.435108 -0.918284 -0.923265 0.617 1.816 -0.102
H 1.474816 0.121854 -0.831916 -3.743 1.110 0.334
O 2.373422 0.085848 -0.958897 3.348 -2.736 -0.225
H 2.744330 2.564969 0.433384 0.091 -1.002 0.416
H 2.104166 3.812576 0.356655 -0.645 0.611 0.382
O 2.091880 3.052497 0.948571 0.511 0.282 -0.823